Molecular formula: C51H97F3I2NO20S
Method: DFT, wB97M-V/def2-TZVPD

Summary:
Kohn-Sham gap   8.381 eV
Charge   +1
Energy   -4853.9349 a.u.
Largest force on an atom   2.10 eV Å⁻¹

Bonds (Å) are listed after each position.
Geometry (Å):
1 C 5.8314 -2.2487 4.6342  C2 1.542, H37 1.083, H38 1.089, H39 1.083
2 C 5.9852 -1.6416 3.2250  C1 1.542, C3 1.536, H40 1.093, H41 1.085
3 C 4.8709 -0.6311 2.9136  C2 1.536, C4 1.531, H42 1.081, H43 1.090
4 C 4.9097 -0.2329 1.4362  C3 1.531, C5 1.542, N6 1.510, H44 1.085
5 C 5.7561 1.0447 1.2628  C4 1.542, H45 1.087, H46 1.084, H47 1.085
6 N 3.6209 -0.1304 0.6553  C4 1.510, C7 1.490, C27 1.534, H48 1.027
7 C 2.9541 1.1990 0.7370  N6 1.490, C8 1.510, H49 1.081, H50 1.083
8 C 2.6127 1.4236 2.1911  C7 1.510, C9 1.536, O15 1.416, H51 1.090
9 C 1.7859 2.7095 2.3444  C8 1.536, C10 1.521, H52 1.085, H53 1.093
10 C 0.8296 2.7102 3.5267  C9 1.521, C11 1.521, H54 1.085, H55 1.082
11 C 0.1132 4.0494 3.6115  C10 1.521, F12 1.344, F13 1.369, F14 1.349
12 F -0.4263 4.2603 4.8241  C11 1.344
13 F -0.9111 4.0606 2.7040  C11 1.369
14 F 0.9017 5.0998 3.3044  C11 1.349
15 O 2.0710 0.2421 2.7518  C8 1.416, C16 1.436
16 C 1.5444 -0.7582 1.8657  O15 1.436, C17 1.542, C27 1.576, H56 1.082
17 C 0.1602 -0.2431 1.4210  C16 1.542, C18 1.543, H57 1.088, H58 1.085
18 C -1.0055 -0.6266 2.3559  C17 1.543, C19 1.524, H59 1.092, H60 1.088
19 C -0.7925 -0.5320 3.8623  C18 1.524, C20 1.532, H61 1.084, H62 1.093
20 C -2.1462 -0.4085 4.5693  C19 1.532, C21 1.548, H63 1.085, H64 1.088
21 C -2.2409 -1.1249 5.9381  C20 1.548, C22 1.525, H65 1.088, H66 1.090
22 C -3.3204 -2.2002 5.8834  C21 1.525, C23 1.539, H67 1.088, H68 1.090
23 C -3.0294 -3.2832 4.8297  C22 1.539, C24 1.538, H69 1.087, H70 1.088
24 C -4.2326 -3.6059 3.9281  C23 1.538, O25 1.418, H71 1.086, H72 1.092
25 O -3.8867 -3.4717 2.5595  C24 1.418, C26 1.417
26 C -3.0892 -4.5453 2.0923  O25 1.417, H73 1.086, H74 1.094, H75 1.087
27 C 2.5568 -1.2313 0.7547  N6 1.534, C16 1.576, C28 1.550, C32 1.558
28 C 3.2565 -2.5965 0.9768  C27 1.550, C29 1.537, H76 1.091, H77 1.083
29 C 3.1703 -3.3150 2.3327  C28 1.537, C30 1.544, H78 1.083, H79 1.081
30 C 3.5787 -4.7889 2.1217  C29 1.544, S31 1.828, H80 1.085, H81 1.084
31 S 3.1512 -5.7794 3.5969  C30 1.828, H82 1.341
32 C 1.8798 -1.3745 -0.6408  C27 1.558, I33 2.134, C34 1.336
33 I 2.3729 -0.0686 -2.2549  C32 2.134
34 C 0.9316 -2.2578 -0.9656  C32 1.336, C35 1.503, I36 2.126
35 C 0.2590 -2.4162 -2.2998  C34 1.503, H83 1.092, H84 1.081, H85 1.084
36 I 0.1512 -3.6691 0.4194  C34 2.126
37 H 6.6836 -1.9941 5.2526  C1 1.083
38 H 4.9435 -1.8201 5.0955  C1 1.089
39 H 5.6754 -3.3198 4.5935  C1 1.083
40 H 5.8626 -2.4523 2.5016  C2 1.093
41 H 6.9683 -1.2190 3.0430  C2 1.085
42 H 3.9262 -1.0035 3.2830  C3 1.081
43 H 5.0942 0.2511 3.5132  C3 1.090
44 H 5.5328 -0.9560 0.9207  C4 1.085
45 H 5.6615 1.4804 0.2710  C5 1.087
46 H 5.5500 1.7904 2.0228  C5 1.084
47 H 6.7956 0.7550 1.3739  C5 1.085
48 H 3.9471 -0.2099 -0.3153  N6 1.027
49 H 3.5365 1.9844 0.2747  C7 1.081
50 H 2.0213 1.1719 0.1882  C7 1.083
51 H 3.5456 1.6130 2.7213  C8 1.090
52 H 2.4881 3.5362 2.3772  C9 1.085
53 H 1.1880 2.8489 1.4400  C9 1.093
54 H 1.3061 2.4944 4.4771  C10 1.085
55 H 0.0400 2.0025 3.3095  C10 1.082
56 H 1.3340 -1.5796 2.5381  C16 1.082
57 H 0.1465 0.8447 1.3867  C17 1.088
58 H -0.1790 -0.5549 0.4385  C17 1.085
59 H -1.7998 0.0743 2.0903  C18 1.092
60 H -1.3932 -1.6137 2.1144  C18 1.088
61 H -0.1299 0.2599 4.1932  C19 1.084
62 H -0.3369 -1.4605 4.2163  C19 1.093
63 H -2.3926 0.6346 4.7389  C20 1.085
64 H -2.8847 -0.8869 3.9292  C20 1.088
65 H -2.5101 -0.4118 6.7144  C21 1.088
66 H -1.3027 -1.5809 6.2543  C21 1.090
67 H -4.2931 -1.7303 5.7556  C22 1.088
68 H -3.3705 -2.6950 6.8532  C22 1.090
69 H -2.1877 -3.0310 4.1894  C23 1.087
70 H -2.7600 -4.1945 5.3604  C23 1.088
71 H -5.0480 -2.9184 4.1300  C24 1.086
72 H -4.6255 -4.6093 4.1076  C24 1.092
73 H -3.2979 -4.6711 1.0344  C26 1.086
74 H -2.0310 -4.2895 2.1986  C26 1.094
75 H -3.3148 -5.4589 2.6372  C26 1.087
76 H 4.3113 -2.5689 0.6979  C28 1.091
77 H 2.9022 -3.3267 0.2600  C28 1.083
78 H 2.1633 -3.3751 2.7267  C29 1.083
79 H 3.8556 -2.9518 3.0857  C29 1.081
80 H 4.6476 -4.8891 1.9667  C30 1.085
81 H 3.0015 -5.2434 1.3240  C30 1.084
82 H 4.1310 -5.4283 4.4428  S31 1.341
83 H -0.3583 -1.5360 -2.4905  C35 1.092
84 H -0.3975 -3.2748 -2.3096  C35 1.081
85 H 0.9767 -2.4889 -3.1094  C35 1.084
86 C -2.3723 2.3296 -0.9315  C87 1.515, H93 1.092, H94 1.092, H95 1.089
87 C -2.2291 1.2886 -2.0231  C86 1.515, O88 1.430, H96 1.091, H97 1.091
88 O -3.4905 0.9490 -2.6048  C87 1.430, C89 1.334
89 C -3.9491 1.8192 -3.5066  O88 1.334, O90 1.205, O91 1.324
90 O -3.3709 2.8063 -3.8848  C89 1.205
91 O -5.1393 1.4061 -3.9141  C89 1.324, C92 1.434
92 C -5.7857 2.2787 -4.8499  O91 1.434, H98 1.088, H99 1.089, H100 1.085
93 H -3.0997 2.0028 -0.1861  C86 1.092
94 H -1.4135 2.4997 -0.4376  C86 1.092
95 H -2.7197 3.2780 -1.3389  C86 1.089
96 H -1.8468 0.3592 -1.5973  C87 1.091
97 H -1.5334 1.6108 -2.7998  C87 1.091
98 H -5.1366 2.4924 -5.6959  C92 1.088
99 H -6.0791 3.2043 -4.3576  C92 1.089
100 H -6.6718 1.7562 -5.1957  C92 1.085
101 C -0.8259 2.7270 -7.2449  C102 1.514, H108 1.091, H109 1.090, H110 1.089
102 C -0.4573 1.4103 -6.5951  C101 1.514, O103 1.437, H111 1.089, H112 1.091
103 O 0.3404 0.5950 -7.4695  C102 1.437, C104 1.334
104 C 1.6261 0.9347 -7.5677  O103 1.334, O105 1.203, O106 1.330
105 O 2.1722 1.8326 -6.9812  C104 1.203
106 O 2.1994 0.1106 -8.4408  C104 1.330, C107 1.431
107 C 3.5730 0.4008 -8.7191  O106 1.431, H113 1.087, H114 1.088, H115 1.086
108 H -1.3092 2.5546 -8.2073  C101 1.091
109 H -1.5072 3.2864 -6.6034  C101 1.090
110 H 0.0590 3.3365 -7.4230  C101 1.089
111 H -1.3580 0.8336 -6.3890  C102 1.089
112 H 0.0597 1.5633 -5.6468  C102 1.091
113 H 4.1525 0.4629 -7.8010  C107 1.087
114 H 3.6540 1.3322 -9.2763  C107 1.088
115 H 3.9438 -0.4179 -9.3279  C107 1.086
116 C 8.8943 -6.3449 10.0581  C117 1.513, H123 1.091, H124 1.089, H125 1.089
117 C 9.1009 -5.2281 9.0585  C116 1.513, O118 1.439, H126 1.088, H127 1.089
118 O 8.0559 -5.1999 8.0700  C117 1.439, C119 1.328
119 C 6.9130 -4.6520 8.4654  O118 1.328, O120 1.201, O121 1.338
120 O 6.6876 -4.1564 9.5356  C119 1.201
121 O 6.0460 -4.7263 7.4486  C119 1.338, C122 1.427
122 C 4.7474 -4.2185 7.7523  O121 1.427, H128 1.088, H129 1.089, H130 1.088
123 H 8.7839 -7.3003 9.5442  C116 1.091
124 H 9.7449 -6.4062 10.7360  C116 1.089
125 H 7.9950 -6.1799 10.6499  C116 1.089
126 H 10.0201 -5.3875 8.4987  C117 1.088
127 H 9.1727 -4.2580 9.5491  C117 1.089
128 H 4.8028 -3.2069 8.1494  C122 1.088
129 H 4.2377 -4.8690 8.4610  C122 1.089
130 H 4.1909 -4.2043 6.8178  C122 1.088
131 C -1.5517 -1.4468 -10.3463  C132 1.513, H138 1.091, H139 1.090, H140 1.089
132 C -1.9936 -0.2514 -9.5312  C131 1.513, O133 1.436, H141 1.087, H142 1.090
133 O -3.1783 0.3530 -10.0733  C132 1.436, C134 1.331
134 C -4.3178 -0.2741 -9.7907  O133 1.331, O135 1.203, O136 1.332
135 O -4.4367 -1.2547 -9.1038  C134 1.203
136 O -5.3107 0.3866 -10.3832  C134 1.332, C137 1.430
137 C -6.6002 -0.2069 -10.2110  O136 1.430, H143 1.088, H144 1.089, H145 1.086
138 H -1.4343 -1.1691 -11.3944  C131 1.091
139 H -0.6009 -1.8264 -9.9722  C131 1.090
140 H -2.2875 -2.2486 -10.2967  C131 1.089
141 H -1.2300 0.5211 -9.5635  C132 1.087
142 H -2.1536 -0.5170 -8.4864  C132 1.090
143 H -6.8144 -0.3775 -9.1584  C137 1.088
144 H -6.6587 -1.1447 -10.7608  C137 1.089
145 H -7.3203 0.4961 -10.6187  C137 1.086
146 C -3.5331 -1.1892 -1.0001  C147 1.515, H153 1.092, H154 1.091, H155 1.089
147 C -3.9055 -1.0826 0.4650  C146 1.515, O148 1.440, H156 1.084, H157 1.088
148 O -3.6171 0.2310 0.9796  C147 1.440, C149 1.332
149 C -4.4976 1.1799 0.6665  O148 1.332, O150 1.201, O151 1.335
150 O -5.5073 1.0321 0.0340  C149 1.201
151 O -4.0624 2.3300 1.1859  C149 1.335, C152 1.431
152 C -4.8847 3.4610 0.8804  O151 1.431, H158 1.087, H159 1.089, H160 1.086
153 H -2.4938 -0.8908 -1.1544  C146 1.092
154 H -3.6619 -2.2144 -1.3487  C146 1.091
155 H -4.1538 -0.5383 -1.6145  C146 1.089
156 H -3.3040 -1.7620 1.0585  C147 1.084
157 H -4.9500 -1.3375 0.6349  C147 1.088
158 H -5.9213 3.2734 1.1491  C152 1.087
159 H -4.8114 3.7039 -0.1784  C152 1.089
160 H -4.5017 4.2895 1.4687  C152 1.086
161 C -3.2542 6.1238 -4.2432  C162 1.512, H168 1.091, H169 1.088, H170 1.090
162 C -3.0206 6.1771 -2.7506  C161 1.512, O163 1.435, H171 1.089, H172 1.090
163 O -2.7127 7.5041 -2.2996  C162 1.435, C164 1.332
164 C -3.7605 8.3162 -2.1698  O163 1.332, O165 1.202, O166 1.332
165 O -4.9114 8.0237 -2.3590  C164 1.202
166 O -3.3135 9.5066 -1.7745  C164 1.332, C167 1.430
167 C -4.3305 10.5036 -1.6423  O166 1.430, H173 1.087, H174 1.089, H175 1.086
168 H -2.4053 6.5536 -4.7776  C161 1.091
169 H -3.3888 5.0921 -4.5615  C161 1.088
170 H -4.1409 6.6919 -4.5232  C161 1.090
171 H -2.1521 5.5748 -2.4873  C162 1.089
172 H -3.8756 5.7867 -2.1980  C162 1.090
173 H -5.1386 10.1547 -1.0039  C167 1.087
174 H -4.7190 10.7760 -2.6221  C167 1.089
175 H -3.8570 11.3687 -1.1880  C167 1.086